--- w ---
{
  "formula": "H39O19",
  "method": "ωB97M-V/def2-TZVPD",
  "gap_ev": 10.922,
  "charge": 1,
  "symbols": ["O", "H", "H", "O", "H", "H", "O", "H", "H", "O", "H", "H", "O", "H", "H", "O", "H", "H", "O", "H", "H", "O", "H", "O", "H", "H", "O", "H", "H", "O", "H", "H", "O", "H", "H", "O", "H", "H", "O", "H", "H", "O", "H", "H", "O", "H", "H", "O", "H", "H", "O", "H", "H", "O", "H", "H", "H", "H"],
  "xyz": [[-1.728, -0.637, -1.593], [-2.078, 1.698, -4.476], [-2.540, -0.122, -1.582], [3.674, -0.482, 2.606], [3.281, -0.933, 3.367], [3.062, -4.078, -0.192], [-2.927, 2.663, 0.690], [1.774, 1.498, -3.825], [-1.920, 0.441, -3.808], [3.129, 1.278, -1.027], [3.249, -0.033, -1.234], [-3.525, 2.370, 0.006], [-3.988, 0.562, -2.240], [-4.386, 0.841, -3.082], [-4.726, -0.065, -2.013], [-1.085, -3.252, 1.290], [-0.475, 0.603, 3.114], [-0.626, -4.114, 1.253], [3.105, -1.097, -0.818], [-2.017, 1.921, -1.560], [2.888, -0.191, 2.115], [-2.204, 0.759, -4.670], [2.254, -1.548, -0.835], [-1.528, -3.810, -1.902], [-1.257, -3.412, -2.810], [-2.276, -3.221, -1.736], [2.581, 2.532, 3.287], [2.348, 1.608, -1.634], [2.568, 1.468, -0.198], [-1.278, 2.485, -1.847], [-3.405, 3.493, 0.902], [-1.093, 2.801, -0.918], [1.574, 0.894, -3.102], [0.771, 1.291, -2.606], [2.434, 3.426, 2.937], [1.093, -2.601, 0.877], [3.319, 2.319, 2.685], [-1.865, -3.759, 1.606], [3.785, -3.463, -0.024], [3.521, -3.443, 0.950], [0.515, -1.978, 0.440], [0.096, -0.284, 4.773], [-0.227, 0.575, 5.164], [3.841, -1.701, -0.651], [-3.719, -1.669, 1.735], [-0.119, 1.368, 0.697], [-4.364, -1.065, 2.079], [0.417, 0.907, 0.045], [-1.757, -1.201, -0.806], [-0.112, 0.164, -0.242], [-1.026, 1.078, 2.485], [-0.889, 2.022, 2.803], [-0.438, -0.857, 5.324], [0.696, 3.900, -0.828], [0.889, 3.642, -1.720], [0.021, 4.593, -0.884], [0.818, -2.444, 1.794], [-2.842, -1.459, 2.091]]
}

--- x ---
{
  "formula": "H39O19",
  "method": "ωB97M-V/def2-TZVPD",
  "gap_ev": 9.627,
  "charge": 1,
  "symbols": ["O", "H", "H", "O", "H", "H", "O", "H", "H", "O", "H", "H", "O", "H", "H", "O", "H", "H", "O", "H", "H", "O", "H", "O", "H", "H", "O", "H", "H", "O", "H", "H", "O", "H", "H", "O", "H", "H", "O", "H", "H", "O", "H", "H", "O", "H", "H", "O", "H", "H", "O", "H", "H", "O", "H", "H", "H", "H"],
  "xyz": [[-2.355, 2.249, -2.604], [-2.378, 3.213, -2.479], [-2.938, 2.050, -1.868], [-3.322, -2.178, -2.013], [-4.277, -1.993, -1.935], [-3.203, -2.859, -2.670], [-0.834, 1.623, 4.214], [-0.725, 1.614, 5.166], [0.036, 1.948, 3.956], [1.743, 1.430, -3.794], [1.024, 0.829, -3.595], [2.096, 1.236, -4.653], [-3.635, 1.585, 0.449], [-4.459, 1.462, -0.014], [-3.308, 0.640, 0.603], [0.668, 3.198, -0.266], [1.275, 3.801, 0.181], [1.033, 3.221, -1.135], [-0.005, -2.065, 3.337], [0.609, -2.675, 3.785], [-0.845, -2.325, 3.762], [0.489, 3.745, 2.302], [1.006, 2.950, 2.105], [3.137, -0.982, -1.256], [3.070, -1.562, -0.472], [2.234, -0.664, -1.170], [0.589, -2.899, -0.599], [0.268, -2.860, -1.505], [2.453, -2.162, -3.657], [-3.578, -0.948, 1.282], [-4.498, -1.038, 0.997], [-3.730, -0.752, 2.235], [3.420, 2.053, 0.010], [2.983, 1.218, -0.145], [4.223, 1.972, -0.525], [-0.957, 1.461, 1.578], [1.303, -3.539, -0.564], [-1.057, 0.674, -1.169], [1.917, -0.568, 1.659], [1.367, -1.202, 2.164], [2.293, -0.052, 2.355], [-0.712, -0.698, -2.625], [-0.264, 0.012, -3.119], [-1.613, -0.780, -2.999], [-1.171, -1.332, 0.639], [-0.839, -0.161, 0.049], [-0.460, -1.854, 1.000], [-0.234, 0.566, -0.614], [-1.773, -1.786, 0.047], [-0.291, 1.401, -0.044], [3.365, -1.895, -3.678], [3.838, -2.198, -2.904], [-0.639, 0.836, 2.242], [2.912, -3.391, 0.782], [2.867, -3.490, 1.733], [2.351, -2.663, 0.562], [-1.193, 2.358, 1.780], [0.725, 4.227, 3.098]]
}

Bottom line: x, by a margin of 28.2 kJ/mol.

--- w ---
{
  "formula": "C8H14N2",
  "method": "ωB97M-V/def2-TZVPD",
  "smiles": "CCCC#N.CCCC#N",
  "gap_ev": 11.807,
  "symbols": ["C", "C", "C", "C", "N", "H", "H", "H", "H", "H", "H", "H", "C", "C", "C", "C", "N", "H", "H", "H", "H", "H", "H", "H"],
  "xyz": [[0.645, 1.576, -1.784], [1.599, 0.555, -1.161], [1.363, -0.840, -1.682], [2.576, -1.668, -1.596], [3.542, -2.287, -1.529], [0.761, 2.567, -1.343], [-0.400, 1.314, -1.591], [0.828, 1.627, -2.857], [1.447, 0.565, -0.077], [2.611, 0.903, -1.363], [1.163, -0.831, -2.764], [0.568, -1.470, -1.277], [-0.268, -0.147, 2.464], [-1.339, 0.651, 1.696], [-2.487, -0.217, 1.150], [-1.961, -1.310, 0.315], [-1.564, -2.171, -0.329], [-0.760, -0.996, 2.950], [0.118, 0.520, 3.233], [0.531, -0.616, 1.894], [-0.919, 1.118, 0.802], [-1.785, 1.404, 2.342], [-3.155, 0.451, 0.603], [-3.115, -0.696, 1.905]]
}

--- x ---
{
  "formula": "C8H14N2",
  "method": "ωB97M-V/def2-TZVPD",
  "smiles": "C=C(C)[C@](C)(C#N)N(C)C",
  "gap_ev": 9.736,
  "symbols": ["C", "C", "C", "C", "C", "C", "C", "C", "N", "N", "H", "H", "H", "H", "H", "H", "H", "H", "H", "H", "H", "H", "H", "H"],
  "xyz": [[0.835, -1.725, 0.081], [2.170, 1.330, 0.738], [1.346, 0.675, -0.113], [1.557, 0.604, -1.634], [-0.209, -0.332, 1.992], [-1.567, 1.029, -0.620], [-1.969, -1.371, -0.330], [0.176, -0.446, 0.388], [1.420, -2.666, -0.154], [-0.945, -0.341, -0.512], [2.274, 1.182, 1.848], [2.881, 2.002, 0.300], [2.222, -0.176, -1.804], [0.518, 0.376, -2.140], [1.943, 1.550, -1.914], [-0.910, 0.578, 2.082], [-0.741, -1.197, 2.096], [0.729, -0.293, 2.612], [-2.184, 1.464, 0.154], [-0.727, 1.683, -0.662], [-2.049, 1.024, -1.611], [-1.585, -2.375, -0.201], [-2.481, -1.245, 0.616], [-2.704, -1.331, -1.209]]
}

Bottom line: w, by a margin of 197.1 kJ/mol.

--- w ---
{
  "formula": "C3HBr2O2",
  "method": "ωB97M-V/def2-TZVPD",
  "gap_ev": 7.242,
  "charge": -1,
  "symbols": ["C", "C", "C", "O", "O", "Br", "Br", "H"],
  "xyz": [[0.890, 0.845, 0.794], [0.021, 1.230, 1.494], [-0.720, -1.005, -1.164], [-1.147, -1.719, -0.333], [-0.693, -0.073, -1.876], [1.556, -1.686, -1.229], [-1.362, 1.765, 2.435], [1.455, 0.643, -0.120]]
}

--- x ---
{
  "formula": "C3HBr2O2",
  "method": "ωB97M-V/def2-TZVPD",
  "smiles": "O=C([O-])/C(Br)=C/Br",
  "gap_ev": 8.011,
  "charge": -1,
  "symbols": ["C", "C", "C", "O", "O", "Br", "Br", "H"],
  "xyz": [[0.550, -0.966, 0.202], [-0.429, -0.127, -0.040], [0.014, 1.325, -0.540], [-0.961, 2.043, -0.678], [1.237, 1.443, -0.557], [0.220, -2.657, 1.166], [-2.189, -0.414, 0.341], [1.558, -0.646, 0.107]]
}

Bottom line: x, by a margin of 72.8 kJ/mol.

--- w ---
{
  "formula": "C4H13NO",
  "method": "ωB97M-V/def2-TZVPD",
  "gap_ev": 7.315,
  "symbols": ["C", "N", "C", "C", "C", "H", "H", "H", "H", "H", "H", "H", "H", "H", "H", "H", "H", "H", "O"],
  "xyz": [[-0.780, -0.337, 1.319], [-0.528, -1.281, 0.201], [-0.092, -0.642, -0.992], [1.410, -0.550, -1.249], [0.517, 0.258, 1.849], [-1.323, -0.889, 2.080], [-1.419, 0.463, 0.886], [-1.474, -1.623, 0.128], [-1.424, 0.813, -0.942], [-0.615, -1.123, -1.816], [1.866, -1.412, -0.773], [1.883, 0.341, -0.850], [1.484, -0.497, -2.327], [0.618, 0.458, 2.912], [1.293, -0.440, 1.542], [0.754, 1.218, 1.381], [-0.476, 0.603, -1.005], [-1.310, 2.350, -1.327], [-0.384, 2.289, -1.015]]
}

--- x ---
{
  "formula": "C4H13NO",
  "method": "ωB97M-V/def2-TZVPD",
  "smiles": "CCNCC.O",
  "gap_ev": 8.773,
  "symbols": ["C", "N", "C", "C", "C", "H", "H", "H", "H", "H", "H", "H", "H", "H", "H", "H", "H", "H", "O"],
  "xyz": [[-1.344, -0.037, -0.966], [-0.124, -0.739, -0.607], [1.167, -0.303, -0.154], [1.677, -1.201, 0.996], [-1.848, -0.696, -2.259], [-2.115, -0.020, -0.194], [-1.140, 0.996, -1.270], [-0.041, -1.615, -1.088], [1.865, -0.375, -1.012], [1.311, 0.742, 0.116], [2.768, -1.218, 1.092], [1.358, -0.770, 1.947], [1.295, -2.216, 0.933], [-2.056, -1.742, -2.031], [-1.109, -0.576, -3.050], [-2.793, -0.352, -2.691], [-0.030, 3.559, 3.995], [1.033, 3.455, 3.079], [0.126, 3.109, 3.162]]
}

Bottom line: x, by a margin of 475.5 kJ/mol.

--- w ---
{
  "formula": "C3H5N",
  "method": "ωB97M-V/def2-TZVPD",
  "gap_ev": 10.674,
  "symbols": ["C", "C", "C", "N", "H", "H", "H", "H", "H"],
  "xyz": [[-1.487, 0.042, 1.197], [1.642, -0.102, -0.869], [-0.723, 0.081, 0.116], [1.089, -0.248, 0.276], [-2.529, 0.140, 0.941], [-1.117, -0.074, 2.252], [2.769, -0.408, -1.127], [1.236, 0.326, -1.811], [-0.879, 0.241, -0.974]]
}

--- x ---
{
  "formula": "C3H5N",
  "method": "ωB97M-V/def2-TZVPD",
  "smiles": "CCC#N",
  "gap_ev": 12.300,
  "symbols": ["C", "C", "C", "H", "H", "H", "H", "H", "N"],
  "xyz": [[1.174, 0.801, -0.699], [0.613, 0.057, 0.580], [-0.697, -0.420, 0.230], [0.609, 1.749, -0.860], [2.232, 1.241, -0.547], [1.138, 0.195, -1.616], [1.291, -0.826, 0.890], [0.599, 0.801, 1.406], [-1.772, -0.827, 0.009]]
}

--- y ---
{
  "formula": "C3H5N",
  "method": "ωB97M-V/def2-TZVPD",
  "gap_ev": 7.659,
  "symbols": ["C", "C", "C", "N", "H", "H", "H", "H", "H"],
  "xyz": [[-1.608, -0.755, 0.179], [-0.061, -0.212, 0.371], [-0.907, 0.421, -0.447], [1.418, -0.387, -0.028], [-0.091, -0.025, 1.440], [1.125, -0.968, -0.550], [-0.762, 0.382, -1.486], [-1.095, 1.483, -0.024], [1.980, 0.059, 0.544]]
}

Bottom line: x, by a margin of 269.6 kJ/mol.

--- w ---
{
  "formula": "C2HN5O",
  "method": "ωB97M-V/def2-TZVPD",
  "smiles": "O=c1nncnnn1",
  "gap_ev": 8.293,
  "symbols": ["C", "C", "H", "N", "N", "N", "N", "N", "O"],
  "xyz": [[1.148, -0.146, -0.060], [-1.402, 0.703, 0.428], [-1.972, 1.394, 0.917], [0.851, 1.254, -0.431], [-0.449, 1.562, -0.403], [-1.458, -0.551, 0.539], [-0.970, -1.322, -0.309], [0.279, -1.253, -0.708], [1.966, -0.321, 0.757]]
}

--- x ---
{
  "formula": "C2HN5O",
  "method": "ωB97M-V/def2-TZVPD",
  "smiles": "O=c1nncnnn1",
  "gap_ev": 8.785,
  "symbols": ["C", "C", "H", "N", "N", "N", "N", "N", "O"],
  "xyz": [[-0.013, 0.996, -0.845], [-0.506, -0.696, 0.943], [-1.246, -1.054, 1.623], [0.451, 1.372, 0.440], [0.121, 0.535, 1.332], [0.013, -1.467, 0.057], [1.076, -1.108, -0.764], [1.043, 0.037, -1.339], [-0.939, 1.385, -1.445]]
}

--- y ---
{
  "formula": "C2HN5O",
  "method": "ωB97M-V/def2-TZVPD",
  "smiles": "O=c1ncnnnn1",
  "gap_ev": 8.287,
  "symbols": ["C", "C", "H", "N", "N", "N", "N", "N", "O"],
  "xyz": [[0.232, 0.992, 0.406], [-0.125, -1.044, 1.073], [0.141, -1.968, 1.768], [0.326, 0.057, 1.382], [-1.092, -1.039, 0.009], [-0.633, -0.879, -1.158], [0.782, -0.587, -1.273], [1.007, 0.473, -0.705], [-0.438, 2.013, 0.196]]
}

--- z ---
{
  "formula": "C2HN5O",
  "method": "ωB97M-V/def2-TZVPD",
  "smiles": "n1nc2onnc2[nH]1",
  "gap_ev": 10.213,
  "symbols": ["C", "C", "H", "N", "N", "N", "N", "N", "O"],
  "xyz": [[0.196, 0.425, -0.686], [-0.506, -0.136, 0.254], [0.867, -0.717, 2.212], [1.708, -0.571, 0.388], [1.562, 0.122, -0.792], [-1.920, 0.607, -1.007], [-1.756, 0.089, 0.153], [0.534, -0.703, 1.000], [-0.685, 0.885, -1.521]]
}

Bottom line: x, by a margin of 76.5 kJ/mol.